Record 1
Formula: C27H42FN3O12S
Source: the OMol25 dataset
Level of theory: ωB97M-V/def2-TZVPD

Maximum force in eV Å⁻¹: 5.98
Kohn-Sham gap in eV: 7.2
Electronic energy in eV: -71266.286

```
86
C27H42FN3O12S (ωB97M-V/def2-TZVPD)
C 2.0666 -2.9976 2.9661
C 1.5663 -3.7291 1.6011
O 0.8191 -4.7350 1.7803
O 2.0072 -3.2631 0.3147
C 0.9704 -2.5654 -0.3889
O -0.2449 -2.7066 -0.0501
C 1.2691 -1.5222 -1.6070
C 0.0101 -0.4963 -1.5872
C -0.2108 0.5377 -0.4258
C 0.8556 0.6255 0.7597
C 2.3003 1.0938 0.1408
C 3.5449 0.2447 0.7606
N 4.1021 1.0932 1.8980
C -1.5053 1.4629 -0.4815
C -1.8805 2.5281 0.6564
C -1.9754 1.8577 2.1429
F -1.0809 2.5378 3.0722
C -2.4698 1.2953 -1.6794
C -2.2777 0.2811 -2.8579
N -3.1334 0.0185 -4.0008
S -2.2772 -1.2208 -4.8330
N -0.8760 -1.5357 -3.9122
C -0.9898 -0.6295 -2.7912
H 1.2116 -2.4956 3.5335
H 2.9451 -2.3076 2.7223
H 2.4646 -3.8653 3.6234
H 1.3150 -2.1254 -2.5885
H 2.2754 -0.9930 -1.5003
H 1.0150 -0.4311 1.1920
H 0.5835 1.3467 1.6022
H 2.2765 1.0308 -1.0170
H 2.5137 2.1932 0.3867
H 3.2174 -0.7754 1.1910
H 4.3650 0.0392 -0.0153
H 3.2628 1.4772 2.3718
H 4.4924 1.9220 1.3967
H -2.9650 2.8718 0.4261
H -1.2458 3.4796 0.6378
H -3.0470 1.8711 2.5589
H -1.5765 0.7847 2.0486
H -3.4094 1.9464 -1.6906
C -1.8223 2.3382 5.9599
C -2.2392 2.8514 7.3257
O -3.6257 3.2145 7.3413
C -4.4927 2.1903 7.3902
O -4.2100 1.0164 7.4270
O -5.7392 2.6969 7.3612
C -6.7636 1.7058 7.3037
H -2.0718 3.0658 5.1841
H -0.7477 2.1436 5.9320
H -2.3434 1.4127 5.7058
H -1.6753 3.7583 7.5576
H -2.0217 2.1262 8.1154
H -6.6595 0.9798 8.1124
H -6.7410 1.2057 6.3321
H -7.7248 2.2094 7.4126
C -3.8908 2.8044 -6.8534
C -2.4289 2.7317 -6.4547
O -1.7712 3.9873 -6.6693
C -2.0373 4.9431 -5.7649
O -2.7624 4.8358 -4.8043
O -1.3771 6.0579 -6.1292
C -1.6554 7.1885 -5.3054
H -3.9904 3.1577 -7.8836
H -4.3637 1.8233 -6.7666
H -4.4414 3.5057 -6.2232
H -1.9196 1.9987 -7.0854
H -2.3070 2.4047 -5.4179
H -1.4830 6.9636 -4.2511
H -2.6850 7.5187 -5.4652
H -0.9826 7.9940 -5.6020
C 3.7618 -6.2289 0.4253
C 3.7795 -5.2760 -0.7555
O 5.0851 -5.2114 -1.3474
C 5.4307 -6.2631 -2.1073
O 4.7495 -7.2344 -2.3347
O 6.6855 -6.0629 -2.5517
C 7.2173 -7.1602 -3.2920
H 4.5367 -5.9581 1.1485
H 2.7892 -6.2097 0.9222
H 3.9650 -7.2551 0.1125
H 3.5422 -4.2682 -0.4085
H 3.0284 -5.5443 -1.5047
H 6.5560 -7.4425 -4.1135
H 7.3869 -8.0093 -2.6251
H 8.1757 -6.8503 -3.7101
```

Atomic partial charges in e from the Löwdin method, atoms 1 to 6:
1. C 0.01
2. C -0.35
3. O 0.07
4. O -0.02
5. C -0.29
6. O 0.07

---

Record 2
Formula: C27H42GeN3PReS4Sb
Source: the OMol25 dataset
Level of theory: ωB97M-V/def2-TZVPD

Maximum force in eV Å⁻¹: 1.25
Kohn-Sham gap in eV: 4.8
Charge: +4
Electronic energy in eV: -150923.528

```
80
C27H42GeN3PReS4Sb (ωB97M-V/def2-TZVPD)
Re -1.7135 1.3128 0.3410
S -2.1712 5.1402 -3.3320
Sb -3.4650 4.9997 -1.6272
S -0.0437 2.5513 0.2591
S -3.1729 1.9081 -1.0621
S -4.7888 5.5153 -0.0073
Ge 2.4453 3.3775 -0.1511
C 2.4262 3.4921 -2.0590
C 1.7056 2.7126 -2.9642
C 1.8316 2.9594 -4.3210
C 2.6775 3.9724 -4.7686
C 3.3914 4.7475 -3.8634
C 3.2650 4.5226 -2.5000
C 3.5253 2.3078 0.9542
C 3.8860 0.9988 0.6024
C 4.7943 0.3107 1.3837
C 5.3422 0.9231 2.5110
C 4.9820 2.2167 2.8668
C 4.0640 2.9139 2.0971
H 2.1168 4.7202 0.5158
H 1.0574 1.9137 -2.6256
H 1.2785 2.3605 -5.0327
H 2.7844 4.1562 -5.8296
H 4.0484 5.5331 -4.2120
H 3.8359 5.1423 -1.8159
H 3.4991 0.5506 -0.3061
H 5.1096 -0.6869 1.1077
H 6.0716 0.3899 3.1066
H 5.4201 2.6835 3.7385
H 3.7943 3.9266 2.3738
N -3.9596 1.7281 2.3781
C -4.1806 1.9822 3.6627
C -2.9538 1.9998 4.3214
C -2.0172 1.7327 3.3544
N -2.6256 1.5573 2.1437
H -4.6408 1.6062 1.6428
H -5.1842 2.1300 4.0359
H -2.7833 2.1812 5.3698
H -0.9451 1.6485 3.4415
C 1.1346 -1.9789 1.6872
C -0.2887 -2.5407 1.5611
C -1.1265 -1.9738 2.7240
C -0.2442 -4.0761 1.6808
P -1.0250 -2.0614 -0.0940
N -1.3320 -0.3447 0.1256
C 0.1441 -2.1024 -1.5519
C 1.2073 -1.0015 -1.4461
C 0.8291 -3.4828 -1.6030
C -0.6246 -1.8683 -2.8604
C -2.7157 -2.7772 -0.4220
C -3.5175 -1.9175 -1.4101
C -2.5509 -4.2036 -0.9881
C -3.5092 -2.8430 0.8917
H 1.4737 -2.1930 2.7016
H 1.1806 -0.8950 1.5522
H 1.8381 -2.4584 1.0116
H -0.4985 -2.0001 3.6150
H -2.0104 -2.5659 2.9383
H -1.4309 -0.9364 2.5732
H 0.1792 -4.3011 2.6619
H 0.3937 -4.5465 0.9362
H -1.2315 -4.5316 1.6505
H 1.8624 -1.1097 -0.5900
H 0.7626 -0.0046 -1.4375
H 1.8266 -1.0684 -2.3426
H 1.5562 -3.6201 -0.8057
H 1.3717 -3.5306 -2.5491
H 0.1279 -4.3150 -1.5963
H -1.1876 -0.9321 -2.8572
H -1.2868 -2.6886 -3.1218
H 0.1200 -1.7963 -3.6548
H -3.1187 -1.9141 -2.4178
H -3.6351 -0.8897 -1.0636
H -4.5177 -2.3504 -1.4626
H -2.2049 -4.2083 -2.0191
H -3.5409 -4.6636 -0.9775
H -1.8992 -4.8383 -0.3908
H -3.5627 -1.8794 1.4049
H -3.1275 -3.5936 1.5794
H -4.5283 -3.1354 0.6364
```

Atomic partial charges in e from the Löwdin method, atoms 1 to 6:
1. Re 0.79
2. S 0.20
3. Sb 0.50
4. S 0.31
5. S 0.18
6. S 0.18

---

Record 3
Formula: C27H42N4O2
Source: the OMol25 dataset
Level of theory: ωB97M-V/def2-TZVPD

Maximum force in eV Å⁻¹: 0.64
Kohn-Sham gap in eV: 8.8
Energy relative to the best compared isomer or geometry (same formula, charge and spin) in kcal/mol: 4.8
Electronic energy in eV: -38738.255

```
75
C27H42N4O2 (ωB97M-V/def2-TZVPD)
C -2.9832 -2.9317 1.6562
C -3.5670 -1.5890 2.0919
C -5.0643 -1.5222 1.7962
C -2.8140 -0.3983 1.4644
C -1.3378 -0.2905 1.9645
N -0.4723 -0.6126 0.8397
C -1.2461 -0.6916 -0.1819
N -1.0410 -0.9767 -1.4895
C 0.2366 -1.1416 -2.1357
C 1.0199 -2.3563 -1.5997
C 0.1368 -3.6019 -1.5329
N 1.5923 -2.0798 -0.3032
C 2.9243 -2.0560 -0.0990
O 3.7378 -2.3209 -0.9671
C 3.3289 -1.7701 1.3382
C 2.8650 -0.4297 1.9162
C 3.4050 0.8272 1.2207
C 4.9206 0.8101 1.0223
C 5.3925 2.1431 0.4468
C 4.6974 2.4255 -0.8820
C 3.1819 2.4177 -0.7042
C 2.7286 1.0800 -0.1257
C -2.2597 -0.6618 -2.2192
C -2.2255 0.7615 -2.8320
C -2.1516 1.8123 -1.7615
C -0.9340 2.1474 -1.1849
C -0.8642 3.0316 -0.1260
C -2.0232 3.6095 0.3754
O -2.0084 4.4701 1.4300
C -3.2446 3.3156 -0.2213
C -3.3003 2.4287 -1.2775
C -3.3458 -0.7829 -1.1292
N -2.5763 -0.4947 0.0460
H -3.1862 -3.1234 0.6052
H -1.9066 -2.9537 1.8054
H -3.4265 -3.7376 2.2371
H -3.4356 -1.4919 3.1765
H -5.5839 -2.3266 2.3122
H -5.2588 -1.6185 0.7313
H -5.4777 -0.5748 2.1354
H -3.3675 0.5231 1.6890
H -1.1134 0.7268 2.3022
H -1.1342 -0.9714 2.7951
H 0.8658 -0.2512 -2.0184
H 0.0404 -1.2921 -3.1998
H 1.8666 -2.5399 -2.2731
H 0.7268 -4.4530 -1.2045
H -0.2825 -3.8229 -2.5113
H -0.6743 -3.4471 -0.8259
H 0.9565 -1.6687 0.3814
H 2.9025 -2.5685 1.9519
H 4.4148 -1.8504 1.3948
H 3.1843 -0.4041 2.9623
H 1.7740 -0.3838 1.9020
H 3.1606 1.6736 1.8774
H 5.4213 0.6183 1.9745
H 5.1860 0.0125 0.3272
H 6.4747 2.1223 0.3009
H 5.1669 2.9470 1.1530
H 5.0235 3.3905 -1.2773
H 4.9765 1.6542 -1.6031
H 2.6944 2.5989 -1.6658
H 2.8940 3.2277 -0.0279
H 1.6445 1.0623 0.0079
H 3.0032 0.2854 -0.8204
H -2.4051 -1.3908 -3.0241
H -1.3586 0.8317 -3.4918
H -3.1270 0.8937 -3.4330
H -0.0208 1.7201 -1.5687
H 0.0943 3.2702 0.3150
H -1.1017 4.5941 1.7356
H -4.1360 3.7896 0.1583
H -4.2568 2.2219 -1.7371
H -3.7692 -1.7988 -1.1179
H -4.1579 -0.0666 -1.2678
```

Atomic partial charges in e from the Löwdin method, atoms 1 to 6:
1. C -0.06
2. C -0.37
3. C -0.07
4. C -0.22
5. C -0.13
6. N 0.08